{"formula": "C7H16NO4P", "method": "the ωB97M-V functional and the def2-TZVPD basis", "symbols": ["P", "O", "O", "O", "O", "N", "C", "C", "C", "C", "C", "C", "C", "H", "H", "H", "H", "H", "H", "H", "H", "H", "H", "H", "H", "H", "H", "H", "H"], "xyz": [[0.656490, -0.414406, 0.564694], [-3.806519, 0.984405, -0.007004], [0.601495, -0.960888, 1.918106], [-1.943247, -0.216186, -0.031759], [-3.875041, -1.157128, 0.056190], [-3.334577, -0.105033, 0.013215], [-1.326071, 1.741269, 1.306944], [-1.014209, 1.694514, -1.231062], [3.407511, 0.094294, 0.304518], [0.639691, -1.659401, -0.800489], [-1.100788, 0.928261, 0.059263], [-0.063293, -2.932207, -0.365809], [2.044769, 0.764664, 0.237318], [-0.004537, -3.683102, -1.150645], [3.571268, -0.551984, -0.554371], [0.161880, -1.219015, -1.673639], [-0.668797, 1.063634, -2.044314], [-0.532761, 2.478690, 1.401962], [-2.283338, 2.262352, 1.287747], [0.402026, -3.324798, 0.533630], [1.687281, -1.861073, -1.045725], [1.963498, 1.531322, 1.010015], [-2.000818, 2.079518, -1.492224], [-1.108477, -2.734643, -0.147949], [3.485992, -0.501283, 1.211346], [-0.339716, 2.534971, -1.118228], [1.878801, 1.233510, -0.733366], [4.195988, 0.845536, 0.315892], [-1.294491, 1.084219, 2.175736]], "atomic_forces_ev_per_a": [[-1.316, 2.610, -2.619], [-0.463, 1.132, -0.050], [-0.098, -0.341, 0.990], [-0.150, -1.008, -0.126], [-0.353, -0.782, 0.038], [0.560, 0.028, -0.112], [-0.082, -0.144, 0.043], [-0.097, -0.238, 0.095], [0.051, 0.023, 0.065], [0.179, 0.440, 0.531], [2.150, -1.351, 1.085], [-0.062, -0.071, 0.045], [-0.548, -0.503, 0.172], [-0.007, -0.064, -0.041], [0.063, -0.085, -0.037], [0.023, 0.132, -0.071], [0.065, -0.074, -0.164], [0.088, 0.076, 0.026], [0.050, 0.064, -0.003], [-0.015, -0.096, 0.078], [-0.052, 0.054, -0.038], [-0.089, 0.045, -0.017], [-0.023, 0.079, -0.027], [-0.106, -0.052, 0.031], [0.115, -0.061, 0.056], [0.146, 0.146, -0.003], [-0.085, 0.041, -0.027], [0.064, -0.034, -0.007], [-0.007, 0.037, 0.090]], "mulliken_charge": [1.00, -0.53, -0.77, -0.21, -0.59, 0.94, -1.57, -1.58, -1.37, -0.41, 0.91, -1.21, -0.39, 0.40, 0.34, 0.27, 0.31, 0.37, 0.47, 0.32, 0.41, 0.35, 0.44, 0.23, 0.35, 0.39, 0.32, 0.40, 0.40], "multiplicity": 1, "homo_ev": -9.15, "homo_lumo_gap_ha": 0.358, "e_above_lowest_ev": 4.988, "smiles": "CCP(=O)(CC)C(C)(C)O[N+](=O)[O-]", "lumo_ev": 0.60, "e_tot_ev": -26483.876}


{"formula": "C31H30FN6O4ReS3", "method": "the ωB97M-V functional and the def2-TZVPD basis", "symbols": ["Re", "S", "S", "S", "F", "O", "O", "O", "O", "N", "N", "N", "N", "N", "N", "C", "C", "C", "C", "C", "C", "C", "C", "C", "C", "C", "C", "C", "C", "C", "C", "C", "C", "C", "C", "C", "C", "C", "C", "C", "C", "C", "C", "C", "C", "C", "H", "H", "H", "H", "H", "H", "H", "H", "H", "H", "H", "H", "H", "H", "H", "H", "H", "H", "H", "H", "H", "H", "H", "H", "H", "H", "H", "H", "H", "H"], "xyz": [[-0.618709, -0.788791, 0.401767], [2.502123, 0.046581, -0.749001], [0.737549, -2.075193, 1.959498], [-0.358963, -0.661790, 2.971422], [-1.212997, 2.435355, -5.660882], [-0.005542, 0.503154, 2.077399], [-1.723578, -0.946501, 2.428927], [1.041880, 0.208931, -0.279370], [-0.187283, -0.487007, 4.364624], [-4.079128, 5.557691, 0.650066], [-3.002212, 5.805071, -1.290753], [-2.712183, -5.797794, 0.828220], [-2.205816, -2.257988, 0.393562], [-4.249351, -4.118384, 0.499228], [-1.628739, 1.082606, -0.077139], [-3.252074, 4.999486, -0.292020], [-3.485787, -1.878576, 0.249499], [-1.141084, 1.994285, -0.933355], [-0.754287, -0.471215, -2.778379], [-3.688027, 6.962185, -1.007096], [-2.617327, 1.454438, 0.742696], [4.727916, -5.553225, -0.308801], [3.111225, -2.397236, -1.622783], [0.204921, 1.038407, -4.418232], [3.119526, -1.592200, -0.486069], [-1.651226, 3.271473, -1.024059], [-3.191703, 2.707369, 0.709056], [0.347263, 0.059131, -3.446570], [-1.936825, -3.538505, 0.576340], [-2.190397, 0.950702, -4.124393], [-5.131202, 7.858699, 0.761730], [-3.772761, 8.152942, -1.731969], [-2.979585, -4.491142, 0.640928], [-2.708332, 3.651726, -0.192545], [3.639195, -2.069498, 0.712558], [-4.529208, 9.170953, -1.197723], [-4.486932, -2.830201, 0.306081], [3.605914, -3.686665, -1.553662], [-0.635815, -1.475740, -1.676742], [4.137472, -4.178560, -0.366101], [-4.366640, 6.831781, 0.218858], [3.359044, 0.980466, 0.526750], [-2.022583, -0.025284, -3.157988], [-5.197216, 9.026322, 0.029652], [-1.064702, 1.480665, -4.729952], [4.144528, -3.353874, 0.760536], [-0.321975, 1.681413, -1.560017], [-3.170158, 1.301643, -4.416899], [-2.898010, -0.443444, -2.673747], [3.640972, -1.455608, 1.601344], [4.553290, -3.729212, 1.689544], [2.943591, 0.703686, 1.494153], [5.777820, -5.518408, -0.604841], [-4.004845, 2.923791, 1.386910], [4.425901, 0.771666, 0.466701], [-5.648762, 7.753411, 1.705384], [-4.616116, 10.108732, -1.729141], [-4.333192, 5.161119, 1.536780], [4.216775, -6.234521, -0.987487], [4.681216, -5.963486, 0.698572], [-5.780882, 9.854191, 0.408334], [2.725401, -2.013607, -2.558305], [-0.901999, -3.819856, 0.702592], [-1.242195, 3.977608, -1.730937], [-3.688836, -0.834400, 0.073425], [1.056867, 1.449164, -4.941654], [-1.488818, -2.146919, -1.793734], [-1.795069, -6.113364, 1.083907], [-5.522430, -2.535968, 0.190040], [3.166718, 2.030201, 0.322651], [0.252000, -2.104810, -1.799423], [3.595214, -4.311968, -2.437075], [1.341454, -0.296556, -3.220443], [-3.489906, -6.423184, 0.952679], [-3.254958, 8.259506, -2.674426], [-2.927613, 0.718230, 1.470599]], "atomic_forces_ev_per_a": [[-0.402, 0.308, 0.750], [0.115, 0.043, 0.499], [-0.020, -0.190, 0.188], [0.405, -0.042, -0.200], [-0.006, 0.014, -0.019], [0.492, 0.293, -0.023], [-0.276, -0.221, -0.301], [-0.062, 0.193, -0.559], [-0.081, -0.043, 0.061], [0.042, -0.107, -0.012], [0.120, -0.284, 0.031], [-0.029, -0.169, -0.011], [-0.037, 0.004, -0.344], [0.028, -0.169, 0.034], [0.252, -0.290, 0.020], [-0.023, 0.276, -0.103], [-0.118, -0.073, -0.113], [-0.147, 0.258, -0.155], [-0.021, 0.117, 0.069], [-0.172, 0.092, 0.233], [-0.262, 0.164, 0.153], [0.014, -0.084, 0.027], [-0.010, 0.033, 0.070], [-0.031, 0.049, -0.060], [-0.064, 0.046, -0.132], [-0.107, -0.087, 0.119], [0.093, -0.082, -0.026], [-0.118, -0.045, 0.050], [-0.015, -0.133, 0.071], [0.041, 0.044, -0.055], [-0.039, 0.091, 0.004], [-0.003, -0.001, 0.017], [0.073, 0.379, -0.026], [0.171, -0.178, -0.099], [0.013, 0.073, -0.001], [0.031, 0.033, -0.083], [0.106, 0.189, -0.019], [-0.024, 0.020, -0.055], [-0.123, -0.383, 0.092], [-0.014, 0.034, 0.056], [0.087, 0.079, -0.219], [-0.037, -0.171, -0.110], [0.077, 0.056, 0.019], [-0.044, -0.066, 0.110], [-0.049, -0.058, 0.046], [0.013, -0.025, -0.020], [0.007, -0.022, -0.004], [-0.016, 0.012, -0.004], [-0.014, -0.010, 0.002], [0.031, -0.019, -0.006], [0.005, 0.001, 0.024], [-0.012, -0.020, -0.010], [0.020, -0.019, 0.001], [-0.013, -0.012, 0.014], [-0.020, 0.011, -0.039], [-0.010, 0.005, 0.013], [0.004, 0.003, -0.012], [-0.015, 0.005, 0.009], [0.005, 0.005, -0.006], [0.010, -0.005, 0.001], [-0.005, 0.006, 0.012], [-0.001, 0.009, -0.045], [-0.018, -0.024, -0.022], [0.003, 0.022, -0.014], [-0.008, -0.016, 0.013], [0.022, 0.012, -0.006], [0.133, -0.055, 0.061], [-0.002, 0.010, 0.009], [0.000, 0.016, -0.004], [-0.042, 0.016, -0.004], [0.070, 0.082, 0.013], [0.004, -0.006, -0.010], [0.073, -0.031, 0.042], [0.014, -0.004, 0.009], [0.008, 0.000, -0.024], [-0.070, 0.038, 0.013]], "mulliken_charge": [2.51, 0.33, -0.34, 0.88, -0.35, -0.64, -0.59, -0.63, -0.57, -0.01, -0.64, -0.41, 0.25, -0.59, 0.05, -0.24, -0.29, -0.50, 0.63, 0.60, -0.66, -1.53, -0.45, -0.87, 0.73, -1.02, -1.15, 0.23, -0.06, -0.88, -1.02, -0.78, 0.28, 1.33, -0.44, -0.50, -0.59, -0.91, -1.70, 0.83, 0.72, -1.16, -0.22, -0.42, 0.31, -0.84, 0.46, 0.48, 0.41, 0.37, 0.41, 0.24, 0.31, 0.38, 0.51, 0.39, 0.39, 0.20, 0.40, 0.38, 0.39, 0.40, 0.26, 0.58, 0.48, 0.49, 0.83, 0.21, 0.38, 0.44, 0.52, 0.44, 0.19, 0.26, 0.44, 0.72], "multiplicity": 2, "homo_ev": [-10.47, -10.53], "homo_lumo_gap_ha": [0.262, 0.243], "e_above_lowest_ev": 1.399, "s2": 0.757, "lumo_ev": [-3.33, -3.91], "e_tot_ev": -87112.510, "charge": 1}


What is the multiplicity in the second record?
2